(1)
Below is C44H34F9N2OP2RuS as an isolated structure, with properties calculated with wB97M-V/def2-TZVPD.

```
94
Properties=species:S:1:pos:R:3:mulliken_charge:R:1
Ru 1.282 0.284 0.080 -0.27
O 1.943 -0.797 2.176 -0.37
C 1.776 0.376 2.133 0.77
C 1.838 1.516 3.014 0.23
C 2.011 1.418 4.393 -0.59
C 2.086 2.597 5.120 -0.79
C 1.997 3.833 4.483 -0.69
C 1.821 3.926 3.100 -0.72
C 1.724 2.757 2.373 0.19
P 1.483 2.589 0.601 1.32
C -0.247 2.316 0.175 1.06
C -0.323 1.830 -1.217 0.24
C -1.287 1.072 -1.817 -1.83
C -2.506 0.470 -1.310 -0.56
C -2.639 1.928 0.935 -1.76
C -1.207 2.274 1.120 -1.81
C 2.258 3.874 -0.339 0.82
C 1.494 4.829 -1.015 -0.26
C 2.139 5.840 -1.709 -0.78
C 3.527 5.893 -1.727 -0.52
C 4.286 4.939 -1.054 -0.84
C 3.657 3.920 -0.361 -0.54
H 2.104 0.452 4.874 0.62
H 2.236 2.557 6.191 0.49
H 2.071 4.739 5.070 0.49
H 1.766 4.894 2.617 0.60
H 0.431 2.235 -1.886 0.20
H -1.144 0.920 -2.882 0.51
H -3.217 0.213 -2.087 0.75
H -3.089 1.781 1.918 0.50
H -0.940 2.615 2.117 0.65
H 0.411 4.800 -0.980 0.48
H 1.559 6.593 -2.224 0.47
H 4.025 6.689 -2.265 0.47
H 5.366 4.996 -1.067 0.48
H 4.245 3.174 0.163 0.50
C 3.110 1.450 -3.380 -0.91
N 2.837 0.053 -3.685 0.07
C 2.784 -0.471 -5.067 -0.64
C 2.688 -1.999 -4.865 -0.53
N 2.685 -2.112 -3.400 0.07
C 2.807 -0.938 -2.814 0.40
S 3.050 -0.778 -1.097 -0.41
H 3.276 1.977 -4.315 0.42
H 4.002 1.541 -2.762 0.40
H 2.270 1.917 -2.864 0.13
H 3.686 -0.175 -5.601 0.40
H 1.922 -0.060 -5.590 0.33
H 3.541 -2.531 -5.282 0.39
H 1.777 -2.421 -5.284 0.29
H 2.696 -2.989 -2.902 0.17
F -7.311 -1.009 0.910 -0.24
C -6.842 -0.264 -0.095 0.70
F -7.333 -0.755 -1.238 -0.24
F -7.290 0.982 0.056 -0.27
C -5.332 -0.324 -0.118 -0.12
C -4.718 -1.627 -0.244 -1.34
C -3.390 -1.754 -0.220 -1.15
C -2.466 -0.594 -0.165 1.73
C -3.116 0.781 0.043 1.32
C -4.598 0.771 0.068 -1.12
P -0.813 -1.148 0.404 2.80
C -1.098 -1.734 2.082 0.80
C -1.359 -3.065 2.386 -0.55
C -1.666 -3.425 3.693 -0.99
C -1.721 -2.455 4.679 0.01
C -1.474 -1.120 4.380 -1.30
C -1.155 -0.763 3.085 -0.48
C -2.014 -2.831 6.116 0.77
F -2.610 -4.015 6.204 -0.25
F -2.797 -1.914 6.691 -0.25
F -0.868 -2.882 6.811 -0.24
C -0.391 -2.550 -0.663 0.82
C -0.921 -2.685 -1.944 -0.79
C -0.464 -3.689 -2.786 -0.86
C 0.545 -4.534 -2.354 -0.26
C 1.084 -4.409 -1.076 -1.02
C 0.618 -3.418 -0.231 -0.99
C 1.158 -5.547 -3.294 0.70
F 1.097 -6.782 -2.824 -0.23
F 0.587 -5.510 -4.498 -0.28
F 2.465 -5.225 -3.459 -0.27
H -5.351 -2.503 -0.295 0.50
H -2.958 -2.745 -0.217 0.42
H -3.119 2.829 0.531 0.64
H -5.086 1.718 0.265 0.69
H -1.330 -3.829 1.620 0.44
H -1.868 -4.459 3.938 0.54
H -1.537 -0.373 5.162 0.54
H -0.955 0.278 2.852 0.66
H -1.703 -2.025 -2.295 0.40
H -0.882 -3.803 -3.776 0.62
H 1.867 -5.081 -0.747 0.47
H 1.051 -3.314 0.757 0.62
```

The net charge is +3. The value obtained for the molecular weight is 972.84 g mol⁻¹. The HOMO energy (alpha / beta) comes out at -16.04 / -16.19 eV. The multiplicity is 5. As for the expectation value of S²: 6.0385. For the largest force on an atom, the calculation gives 0.3 eV Å⁻¹.

***

(2)
Below is C44H34N6PSeV as an isolated structure, with properties calculated with wB97M-V/def2-TZVPD.

```
87
Properties=species:S:1:pos:R:3:mulliken_charge:R:1
V 0.068 0.477 0.045 -0.68
C 2.016 1.361 2.931 -1.06
C 0.538 1.275 3.140 1.15
C -0.010 1.839 4.291 -1.09
C -1.368 1.772 4.516 -0.96
C -2.158 1.094 3.601 -1.21
C -1.557 0.514 2.501 0.89
N -0.235 0.631 2.244 0.20
C -2.350 -0.286 1.530 0.90
C -3.643 -0.710 1.789 -1.04
C -4.279 -1.508 0.852 -1.10
C -3.588 -1.925 -0.270 -1.22
C -2.283 -1.490 -0.460 0.14
N -1.716 -0.625 0.392 0.97
C -1.395 -2.082 -1.483 1.41
C -1.910 -2.677 -2.619 -0.94
C -1.042 -3.376 -3.444 -0.98
C 0.279 -3.468 -3.070 -0.74
C 0.735 -2.818 -1.920 0.94
C 2.175 -2.963 -1.533 -1.38
N -0.092 -2.103 -1.149 -0.02
H 2.485 0.416 3.214 0.32
H 2.436 2.141 3.563 0.51
H 2.274 1.564 1.897 0.01
H 0.643 2.335 4.994 0.52
H -1.808 2.229 5.391 0.49
H -3.224 1.022 3.754 0.42
H -4.141 -0.460 2.712 0.45
H -5.289 -1.853 1.030 0.47
H -4.033 -2.631 -0.953 0.50
H -2.957 -2.589 -2.869 0.44
H -1.400 -3.856 -4.345 0.49
H 0.978 -4.047 -3.658 0.44
H 2.616 -3.808 -2.058 0.57
H 2.275 -3.126 -0.463 0.32
H 2.748 -2.070 -1.790 0.10
C -0.518 -1.429 -6.333 -0.79
C 0.720 -1.395 -5.711 -0.81
C 0.897 -0.665 -4.544 -0.67
C -0.164 0.043 -3.984 1.12
C -1.409 -0.006 -4.610 -0.73
C -1.584 -0.734 -5.776 -0.80
P 0.117 1.057 -2.483 2.51
C -0.779 2.612 -2.810 0.90
C -2.175 2.578 -2.772 -0.81
C -2.921 3.727 -2.985 -1.11
C -2.279 4.938 -3.208 -0.75
C -0.893 4.991 -3.205 -0.81
C -0.145 3.835 -3.011 -0.56
C 1.899 1.367 -2.569 -0.42
C 2.545 1.970 -3.620 0.20
C 3.952 2.019 -3.657 -1.36
C 4.687 1.416 -2.672 -1.10
C 4.052 0.755 -1.594 1.28
C 4.785 0.069 -0.589 -0.98
C 4.146 -0.580 0.428 -1.26
C 2.734 -0.543 0.509 -0.17
C 1.987 0.128 -0.423 0.97
C 2.640 0.757 -1.524 -0.26
H -0.651 -1.981 -7.253 0.44
H 1.560 -1.925 -6.139 0.51
H 1.878 -0.643 -4.085 0.33
H -2.254 0.539 -4.213 0.32
H -2.553 -0.747 -6.258 0.48
H -2.693 1.645 -2.569 0.46
H -4.002 3.677 -2.979 0.47
H -2.857 5.836 -3.381 0.45
H -0.386 5.933 -3.369 0.49
H 0.935 3.896 -3.015 0.38
H 1.979 2.381 -4.448 0.64
H 4.447 2.509 -4.484 0.47
H 5.769 1.424 -2.717 0.50
H 5.867 0.057 -0.651 0.49
H 4.715 -1.116 1.175 0.51
H 2.249 -1.061 1.331 0.88
Se 2.687 4.817 0.186 0.27
N 1.242 5.785 0.426 -0.85
C 0.216 4.955 0.419 0.76
C -1.153 5.325 0.544 -0.67
C -2.076 4.333 0.489 -1.24
C -1.666 2.985 0.317 -0.26
N -0.423 2.586 0.206 1.37
C 0.547 3.565 0.245 -0.32
N 1.822 3.278 0.110 -0.06
H -1.422 6.365 0.669 0.53
H -3.132 4.546 0.564 0.54
H -2.427 2.213 0.264 0.34
```

As for the energy above the lowest of the compared OMol25 structures with the same formula, charge and spin: 8.8 kcal per mole. The net charge is +2. The value obtained for the molecular weight is 807.68 g mol⁻¹. The HOMO energy (alpha / beta) comes out at -13.05 / -13.11 eV. The multiplicity is 3. As for the expectation value of S²: 2.0466. For the largest force on an atom, the calculation gives 0.3 eV Å⁻¹.

***

(3)
Below is C44H34N9OPPd as an isolated structure in a non-equilibrium geometry, with properties calculated with wB97M-V/def2-TZVPD.

```
90
Properties=species:S:1:pos:R:3:mulliken_charge:R:1
Pd -1.674 -0.709 0.020 0.03
C 8.489 8.542 -0.734 -0.80
O 7.004 8.595 -0.741 -0.31
C 6.253 7.586 -0.669 0.91
C 6.748 6.215 -0.564 -0.48
C 5.865 5.213 -0.501 -0.74
C 4.421 5.470 -0.534 0.92
C 3.954 6.858 -0.636 -0.52
C 4.828 7.865 -0.698 -0.71
C 3.495 4.484 -0.474 -0.09
N 2.124 4.695 -0.503 -0.63
C 1.559 3.539 -0.428 0.80
C 2.563 2.469 -0.339 0.62
N 3.727 3.080 -0.368 -0.05
C 2.212 1.089 -0.219 0.32
C 3.141 0.044 -0.099 -0.61
C 2.677 -1.237 0.055 -1.44
C 1.302 -1.445 0.090 -0.14
N 0.399 -0.463 -0.045 0.91
C 0.832 0.801 -0.205 -0.63
C -0.193 1.865 -0.366 0.57
N -1.458 1.452 -0.436 -0.06
C -2.423 2.363 -0.574 -0.28
C -2.170 3.729 -0.639 -1.06
C -0.862 4.165 -0.578 -0.45
C 0.147 3.212 -0.449 0.19
H 8.790 9.577 -0.826 0.27
H 8.816 7.959 -1.590 0.40
H 8.812 8.121 0.214 0.40
H 7.811 6.024 -0.538 0.53
H 6.243 4.201 -0.424 0.31
H 2.890 7.044 -0.659 0.56
H 4.521 8.901 -0.774 0.51
H 4.632 2.630 -0.351 0.25
H 4.209 0.234 -0.116 0.52
H 3.349 -2.078 0.156 0.60
H 0.905 -2.438 0.253 0.05
H -3.432 1.980 -0.646 0.44
H -2.990 4.426 -0.743 0.51
H -0.616 5.218 -0.632 0.63
N -5.840 -0.958 0.007 0.27
C -4.743 -0.930 -0.731 -0.85
N -3.707 -0.724 0.070 0.44
C -4.272 -0.622 1.326 0.46
N -5.566 -0.765 1.316 -0.70
C -3.469 -0.385 2.537 0.14
C -4.003 -0.402 3.817 -0.49
N -3.230 -0.213 4.883 -0.52
C -1.934 -0.007 4.660 -0.47
C -1.403 0.006 3.379 -0.39
N -2.172 -0.183 2.310 0.68
H -6.796 -1.079 -0.297 0.24
H -4.723 -1.055 -1.800 0.54
H -5.061 -0.574 3.980 0.51
H -1.303 0.147 5.528 0.42
H -0.343 0.158 3.211 0.43
C -5.887 -4.845 -0.906 -0.75
C -5.385 -4.707 0.380 -0.79
C -4.126 -4.155 0.586 -0.34
C -3.374 -3.725 -0.504 0.97
C -3.880 -3.868 -1.800 -0.72
C -5.132 -4.432 -1.997 -0.75
P -1.735 -3.005 -0.327 1.81
C -0.914 -3.756 1.097 1.15
C -1.364 -3.450 2.386 -0.72
C -0.784 -4.046 3.493 -1.14
C 0.263 -4.947 3.330 -0.81
C 0.728 -5.247 2.059 -0.99
C 0.143 -4.658 0.944 -0.31
C -0.845 -3.476 -1.814 0.19
C -0.810 -4.829 -2.168 -0.41
C -0.139 -5.225 -3.313 -0.87
C 0.487 -4.278 -4.116 -0.64
C 0.434 -2.933 -3.784 -0.75
C -0.234 -2.529 -2.635 -0.54
H -6.856 -5.301 -1.061 0.48
H -5.960 -5.058 1.227 0.50
H -3.731 -4.104 1.592 0.42
H -3.286 -3.571 -2.658 0.55
H -5.508 -4.571 -3.003 0.49
H -2.179 -2.752 2.530 0.47
H -1.154 -3.819 4.485 0.52
H 0.711 -5.418 4.195 0.45
H 1.533 -5.958 1.929 0.50
H 0.508 -4.917 -0.041 0.56
H -1.315 -5.569 -1.558 0.60
H -0.113 -6.271 -3.586 0.49
H 1.001 -4.593 -5.015 0.46
H 0.890 -2.198 -4.436 0.47
H -0.320 -1.476 -2.399 0.45
```

As for the energy above the lowest of the compared OMol25 structures with the same formula, charge and spin: 0.0 kcal per mole. The net charge is +4. The value obtained for the molecular weight is 842.21 g mol⁻¹. The HOMO energy (alpha / beta) comes out at -17.34 / -17.34 eV. For the largest force on an atom, the calculation gives 1.2 eV Å⁻¹.

***

(4)
Below is C44H35CoFN6O3S2 as an isolated structure in a non-equilibrium geometry, with properties calculated with wB97M-V/def2-TZVPD.

```
92
Properties=species:S:1:pos:R:3:mulliken_charge:R:1
Co -0.739 -0.244 0.230 1.44
C -3.477 6.304 -2.333 -1.99
C -2.334 6.408 -1.341 0.54
C -1.216 7.345 -1.785 -0.96
C -0.283 7.594 -0.600 -1.03
C -0.027 6.336 0.204 1.10
C 0.939 6.334 1.194 -0.84
C 1.234 5.163 1.877 -0.06
F 2.175 5.209 2.838 -0.36
C 0.626 3.971 1.583 -0.60
C -0.353 3.953 0.589 0.04
C -0.977 2.695 0.188 0.88
O -0.833 1.685 0.893 -0.51
C -1.728 2.729 -1.032 -0.14
C -2.120 3.927 -1.535 -0.07
N -1.730 5.114 -1.014 0.33
C -0.706 5.140 -0.070 -0.66
C -2.081 1.466 -1.793 -0.20
O -2.920 1.551 -2.685 -0.81
O -1.399 0.430 -1.497 -0.63
H -3.939 7.285 -2.434 0.44
H -4.235 5.604 -1.983 0.51
H -3.133 5.989 -3.319 0.39
H -2.734 6.800 -0.397 0.24
H -1.626 8.286 -2.156 0.39
H -0.675 6.869 -2.606 0.30
H -0.713 8.360 0.052 0.37
H 0.674 7.984 -0.954 0.43
H 1.493 7.235 1.426 0.52
H 0.895 3.055 2.093 0.66
H -2.780 3.944 -2.391 0.69
C -0.228 -3.578 -3.428 -1.13
C 0.926 -4.422 -2.964 0.92
C 1.988 -4.696 -3.815 -0.84
C 3.062 -5.480 -3.419 -0.76
C 3.076 -6.017 -2.142 -0.69
C 2.030 -5.753 -1.275 -0.80
C 0.966 -4.949 -1.665 1.01
N -0.115 -4.735 -0.779 0.02
C -0.577 -3.412 -0.469 -1.19
N -1.927 -3.403 -0.457 0.11
C -2.845 -2.446 0.019 1.56
C -2.468 -1.176 0.424 -0.78
C -3.463 -0.323 0.898 -0.11
C -4.792 -0.707 0.952 -1.21
C -5.149 -1.975 0.520 -0.81
C -4.189 -2.858 0.053 1.41
C -4.599 -4.233 -0.413 -1.63
N 0.179 -2.404 -0.239 -0.02
C 1.568 -2.677 -0.094 -0.10
C 2.435 -2.305 -1.119 0.26
C 3.787 -2.566 -1.035 -1.25
C 4.301 -3.171 0.105 -0.76
C 3.443 -3.529 1.129 -1.02
C 2.068 -3.311 1.045 1.66
C 1.184 -3.808 2.158 -1.93
H -0.170 -3.414 -4.503 0.51
H -0.242 -2.603 -2.936 0.13
H -1.179 -4.067 -3.205 0.22
H 1.965 -4.290 -4.820 0.37
H 3.882 -5.665 -4.101 0.38
H 3.905 -6.629 -1.811 0.39
H 2.051 -6.153 -0.266 0.28
H -0.033 -5.292 0.062 0.38
H -2.323 -4.270 -0.769 0.40
H -3.195 0.673 1.236 0.30
H -5.546 -0.024 1.324 0.43
H -6.186 -2.290 0.544 0.30
H -5.677 -4.350 -0.317 0.38
H -4.129 -5.022 0.183 0.33
H -4.343 -4.400 -1.464 0.36
H 2.025 -1.802 -1.985 0.61
H 4.444 -2.285 -1.848 0.49
H 5.363 -3.361 0.195 0.44
H 3.840 -3.993 2.026 0.47
H 1.610 -3.548 3.128 0.53
H 1.100 -4.902 2.125 0.33
H 0.189 -3.371 2.115 0.09
S -0.407 -0.726 2.466 -0.77
C 1.099 0.060 2.842 1.38
C 1.447 0.175 4.189 -1.09
C 2.655 0.723 4.598 0.61
C 2.976 0.809 5.987 -0.26
N 3.225 0.875 7.109 -0.62
C 3.557 1.188 3.620 0.70
C 3.209 1.101 2.282 -0.95
C 1.990 0.553 1.858 0.17
S 1.644 0.502 0.168 -0.69
C 4.820 1.745 3.994 -0.30
N 5.845 2.185 4.278 -0.61
H 0.748 -0.184 4.933 0.48
H 3.899 1.466 1.532 0.51
```

As for the energy above the lowest of the compared OMol25 structures with the same formula, charge and spin: 37.2 kcal per mole. The net charge is -1. The value obtained for the molecular weight is 837.87 g mol⁻¹. The HOMO energy (alpha / beta) comes out at -4.21 / -4.25 eV. For the largest force on an atom, the calculation gives 1.9 eV Å⁻¹.

***

(5)
Below is C44H35F3N5P2RuS3 as an isolated structure in a non-equilibrium geometry, with properties calculated with wB97M-V/def2-TZVPD.

```
93
Properties=species:S:1:pos:R:3:mulliken_charge:R:1
Ru 0.570 0.992 -0.281 0.51
N -1.176 4.805 0.882 -0.42
C -0.529 3.792 0.257 0.30
S 0.444 2.739 1.239 -0.34
N -0.636 3.724 -1.047 -1.15
N 0.194 2.761 -1.558 1.12
C 0.577 2.893 -2.781 0.09
C 0.090 3.952 -3.688 -0.25
C -1.268 4.048 -3.980 0.05
C -1.725 5.025 -4.847 -0.80
C -0.832 5.923 -5.416 -0.41
C 0.520 5.840 -5.118 -0.82
C 0.982 4.852 -4.262 -0.04
C 1.637 1.980 -3.198 0.19
C 2.050 1.853 -4.524 -0.81
C 3.116 1.017 -4.804 -0.65
C 3.729 0.341 -3.761 -0.92
C 3.231 0.500 -2.477 0.16
N 2.210 1.299 -2.192 0.18
H -1.300 4.771 1.877 0.22
H -1.758 5.408 0.328 0.24
H -1.962 3.364 -3.508 0.47
H -2.781 5.093 -5.073 0.41
H -1.192 6.689 -6.090 0.39
H 1.217 6.544 -5.552 0.38
H 2.038 4.784 -4.033 0.52
H 1.548 2.402 -5.307 0.54
H 3.459 0.895 -5.822 0.45
H 4.572 -0.314 -3.930 0.43
H 3.644 -0.041 -1.635 0.21
S 0.383 -1.026 -1.910 -0.68
P -0.001 -1.892 -0.133 1.72
C 0.390 -0.708 0.984 -1.47
P 1.754 -0.457 1.944 0.72
S 3.036 0.623 0.848 -0.75
C 1.290 0.503 3.426 0.57
C 0.071 0.231 4.043 -0.01
C -0.313 0.926 5.178 -0.76
C 0.524 1.903 5.703 -0.55
C 1.739 2.174 5.093 -0.70
C 2.121 1.477 3.959 -0.44
C 2.505 -1.929 2.702 0.77
C 3.886 -2.059 2.761 -0.30
C 4.455 -3.178 3.352 -0.72
C 3.646 -4.175 3.873 -0.55
C 2.263 -4.052 3.808 -0.69
C 1.695 -2.930 3.231 -0.02
C -1.752 -2.391 -0.047 0.07
C -2.436 -2.818 -1.178 -0.53
C -3.747 -3.254 -1.077 -0.81
C -4.383 -3.266 0.157 -0.54
C -3.707 -2.836 1.290 -0.74
C -2.396 -2.398 1.186 0.01
C 0.868 -3.473 0.082 1.02
C 0.244 -4.653 0.466 -0.32
C 0.997 -5.796 0.694 -0.87
C 2.374 -5.764 0.540 -0.59
C 3.003 -4.590 0.145 -0.65
C 2.252 -3.452 -0.088 -0.09
H -0.585 -0.517 3.611 0.19
H -1.263 0.712 5.650 0.44
H 0.227 2.451 6.588 0.40
H 2.388 2.941 5.495 0.43
H 3.055 1.708 3.460 0.37
H 4.511 -1.288 2.327 0.40
H 5.533 -3.274 3.395 0.42
H 4.089 -5.052 4.327 0.41
H 1.628 -4.836 4.201 0.44
H 0.616 -2.845 3.172 0.16
H -1.940 -2.789 -2.142 0.50
H -4.276 -3.585 -1.961 0.41
H -5.409 -3.600 0.232 0.40
H -4.204 -2.831 2.252 0.44
H -1.859 -2.039 2.058 0.27
H -0.830 -4.690 0.595 0.37
H 0.504 -6.710 0.996 0.43
H 2.961 -6.654 0.728 0.40
H 4.078 -4.559 0.029 0.44
H 2.739 -2.529 -0.387 0.04
F -6.293 0.488 -1.609 -0.30
C -5.781 0.693 -0.389 0.65
F -6.325 1.828 0.088 -0.27
F -6.218 -0.301 0.402 -0.23
C -4.281 0.775 -0.403 0.41
C -3.598 0.896 0.798 -1.17
C -2.223 0.964 0.777 -0.72
N -1.520 0.940 -0.369 1.75
C -2.189 0.849 -1.526 -0.66
C -3.564 0.751 -1.588 -1.38
H -4.117 0.917 1.746 0.50
H -1.643 1.021 1.686 0.38
H -1.590 0.836 -2.423 0.72
H -4.052 0.655 -2.545 0.58
```

As for the energy above the lowest of the compared OMol25 structures with the same formula, charge and spin: 24.7 kcal per mole. The value obtained for the molecular weight is 950.01 g mol⁻¹. The HOMO energy (alpha / beta) comes out at -7.05 / -7.00 eV. The multiplicity is 2. As for the expectation value of S²: 0.7574. For the largest force on an atom, the calculation gives 1.1 eV Å⁻¹.

***

> The highest molecular weight belongs to which entry?

C44H34F9N2OP2RuS

***

> What is the molecular weight in the third record?

842.21 g mol⁻¹

***

> Among the records above, which one has the highest molecular weight?

C44H34F9N2OP2RuS